Record 1
The following is a quantum chemistry calculation of a molecular structure, C35H33BrO24SSi, from the OMol25 dataset.

Properties
Gap between HOMO and LUMO (eV): 7.8
Energy (eV): -174722.624

Last column: Löwdin charge in e.
Geometry (Å):
C: 1.12557 -0.30042 0.28929  -0.144
Si: 1.50940 -1.37791 -1.20700  0.462
C: 0.10533 -1.10754 -2.44812  -0.138
C: 3.11254 -0.71672 -1.96515  -0.136
O: 1.60811 -2.94409 -0.62433  -0.208
C: 2.13837 -3.90412 -1.51553  -0.244
C: 3.58753 -4.24929 -1.26568  -0.225
O: 3.80727 -4.99379 -0.05641  -0.321
S: 3.90777 -4.21203 1.39033  0.830
O: 2.61946 -4.32527 1.98087  -0.368
O: 3.98814 -2.59288 0.99434  -0.903
Br: 5.71021 -2.04274 0.73312  0.780
H: 0.78931 0.68321 -0.01783  0.041
H: 0.40754 -0.83839 0.89834  0.030
H: 2.04023 -0.22828 0.85937  0.016
H: -0.56544 -0.34021 -2.07787  0.007
H: 0.53768 -0.68767 -3.35063  0.023
H: -0.42806 -2.01714 -2.69521  0.034
H: 2.85069 -0.16332 -2.86193  0.016
H: 3.82438 -1.46815 -2.28520  0.017
H: 3.55904 -0.01392 -1.27277  0.028
H: 1.98005 -3.65445 -2.56667  0.123
H: 1.58599 -4.82786 -1.34850  0.132
H: 4.24845 -3.39830 -1.36176  0.068
H: 3.86746 -4.92292 -2.07054  0.131
C: -3.36750 -1.18812 1.56478  0.078
C: -3.01419 -1.07813 0.27923  -0.225
C: -3.19402 0.20956 -0.47440  -0.293
O: -2.82760 0.27265 -1.63341  0.083
C: -3.80264 1.33663 0.21861  0.084
C: -4.16096 1.21760 1.50302  -0.234
C: -3.94794 -0.05623 2.26460  -0.303
O: -4.27054 -0.09453 3.43928  0.097
O: -4.71836 2.20787 2.19045  0.118
O: -2.47848 -2.09726 -0.38567  0.118
H: -3.23248 -2.10157 2.12362  0.121
H: -3.94500 2.24986 -0.34282  0.132
H: -4.87199 1.85833 3.09027  0.122
H: -2.29946 -1.77096 -1.28859  0.099
C: -3.01583 2.10425 -4.35131  0.079
C: -2.34507 2.15324 -5.51133  -0.231
C: -2.77151 3.06401 -6.63184  -0.313
O: -2.11920 3.07714 -7.65772  0.102
C: -3.95920 3.88558 -6.43418  0.074
C: -4.62555 3.83072 -5.27506  -0.241
C: -4.18556 2.94064 -4.14968  -0.309
O: -4.83353 2.96167 -3.11776  0.100
O: -5.71457 4.55325 -5.03592  0.112
O: -1.27233 1.40514 -5.73462  0.100
H: -2.71922 1.45757 -3.53799  0.105
H: -4.26777 4.52394 -7.24983  0.134
H: -5.99228 4.32417 -4.12682  0.120
H: -0.95454 1.63177 -6.63005  0.099
C: 2.68823 -1.88122 4.55047  0.084
C: 2.02866 -0.74669 4.28444  -0.225
C: 1.94680 0.37676 5.27687  -0.312
O: 1.34386 1.38432 4.95800  0.110
C: 2.59068 0.20118 6.57094  0.074
C: 3.24902 -0.93328 6.83778  -0.240
C: 3.35066 -2.04677 5.83481  -0.310
O: 3.98128 -3.04001 6.14571  0.110
O: 3.85613 -1.15702 7.99767  0.114
O: 1.40363 -0.53529 3.13254  0.084
H: 2.74705 -2.69581 3.84263  0.107
H: 2.51300 1.00904 7.28460  0.135
H: 4.25277 -2.04778 7.92368  0.121
H: 1.00694 0.35517 3.20656  0.122
C: 2.26943 3.33216 -4.96476  0.083
C: 3.13334 4.17052 -4.37891  -0.237
C: 3.28879 5.59449 -4.83302  -0.314
O: 4.08103 6.30063 -4.23996  0.112
C: 2.48607 6.05086 -5.95839  0.078
C: 1.62389 5.21125 -6.54562  -0.233
C: 1.45432 3.79691 -6.07530  -0.290
O: 0.63843 3.10184 -6.65012  0.098
O: 0.86192 5.56302 -7.57368  0.123
O: 3.90734 3.81059 -3.36324  0.117
H: 2.14667 2.30671 -4.64570  0.132
H: 2.61619 7.07217 -6.28642  0.137
H: 0.32746 4.77556 -7.80318  0.119
H: 4.43026 4.60346 -3.12987  0.122
C: -1.84547 -4.27596 6.76565  0.076
C: -1.51373 -4.15277 5.47395  -0.237
C: -1.72859 -2.87047 4.72464  -0.307
O: -1.38913 -2.81740 3.55673  0.098
C: -2.33389 -1.75069 5.42584  0.076
C: -2.66836 -1.87322 6.71579  -0.233
C: -2.43263 -3.14729 7.47528  -0.315
O: -2.74505 -3.18150 8.65049  0.107
O: -3.22645 -0.89009 7.41249  0.118
O: -0.97451 -5.14141 4.77164  0.120
H: -1.69418 -5.19223 7.31816  0.135
H: -2.49599 -0.84289 4.86554  0.116
H: -3.36145 -1.24374 8.31372  0.121
H: -0.82408 -4.78773 3.87213  0.124

Cartesian forces (eV/Å) of the 6 atoms listed first:
0.41 -0.94 -0.80
-0.44 0.99 0.68
0.82 -0.14 0.14
-0.60 -0.34 -0.18
0.26 0.51 -0.74
-0.41 -0.64 0.76

---

Record 2
The following is a quantum chemistry calculation of a molecular structure, C35H33ClIrN4S2Si2, from the OMol25 dataset.

Properties
ΔE to the lowest compared entry with this formula, charge and spin (eV): 0.000
⟨S²⟩: 8.8180
Gap between HOMO and LUMO (spin up / spin down) (eV): 5.6 / 3.4
Net charge: +2
Spin multiplicity: 6
Energy (eV): -95558.720

Last column: Löwdin charge in e.
Geometry (Å):
C: -0.84289 -0.24334 0.75346  -0.104
C: -1.37708 0.30323 -0.44472  -0.147
C: -1.12231 -0.63985 -1.51488  -0.337
H: -2.02545 1.16805 -0.56073  0.109
C: -0.32304 -1.71790 -0.94477  -0.172
C: -0.22647 -1.47197 0.45993  -0.100
H: 0.16609 -2.18617 1.18745  0.122
H: -0.96970 0.19256 1.74323  0.120
H: -1.65334 -0.66975 -2.45555  0.070
H: -0.06102 -2.62469 -1.48887  0.104
Ir: 0.72448 0.22076 -1.62972  1.112
Si: -0.08718 0.24085 -6.33960  0.772
C: 0.41511 1.78133 -7.25747  -0.326
C: 1.73655 1.86819 -7.71944  -0.087
H: 2.46761 1.11014 -7.42914  0.110
C: 2.09706 2.90715 -8.57670  -0.062
H: 3.11855 2.96300 -8.94767  0.112
C: 1.15196 3.86557 -8.95741  -0.057
H: 1.43422 4.67449 -9.63246  0.114
C: -0.14860 3.81353 -8.43890  -0.067
H: -0.87317 4.58788 -8.69535  0.110
C: -0.52402 2.76997 -7.58500  -0.102
H: -1.54207 2.71245 -7.18408  0.100
C: 0.58006 -1.15476 -7.40987  -0.310
C: 0.05475 -1.35489 -8.69505  -0.081
H: -0.73091 -0.69889 -9.07660  0.111
C: 0.56764 -2.37446 -9.51276  -0.062
H: 0.19754 -2.50088 -10.53006  0.112
C: 1.57150 -3.22771 -9.03417  -0.066
H: 1.95458 -4.03892 -9.65925  0.113
C: 2.09799 -3.02161 -7.75345  -0.072
H: 2.88200 -3.67516 -7.36837  0.107
C: 1.64342 -1.95556 -6.97178  -0.119
H: 2.13160 -1.75070 -6.01993  0.076
H: -1.54932 0.20434 -6.46824  0.031
Si: 0.78354 0.09299 -4.01337  0.450
C: -0.06080 -1.63399 -4.11993  -0.392
C: -1.38803 -1.81943 -4.56207  -0.153
H: -2.05592 -0.96634 -4.73361  0.071
C: -1.86789 -3.09683 -4.84256  -0.037
H: -2.89852 -3.21828 -5.17364  0.121
C: -1.02904 -4.20448 -4.70815  -0.038
H: -1.39093 -5.20138 -4.95963  0.120
C: 0.26688 -4.02659 -4.21443  -0.055
H: 0.91981 -4.88701 -4.05891  0.117
C: 0.74770 -2.75197 -3.91891  -0.160
H: 1.77150 -2.61642 -3.56490  0.081
C: -0.31611 1.71432 -3.70106  -0.386
C: -1.72244 1.67023 -3.78767  -0.141
H: -2.25848 0.72212 -3.68207  0.091
C: -2.44738 2.82894 -4.06281  -0.064
H: -3.53853 2.77575 -4.10786  0.123
C: -1.79460 4.03770 -4.31101  -0.057
H: -2.36354 4.92879 -4.59147  0.123
C: -0.40356 4.09914 -4.19835  -0.057
H: 0.11657 5.03603 -4.37715  0.121
C: 0.32286 2.95372 -3.88762  -0.147
H: 1.40757 2.99007 -3.79977  0.062
H: 2.25158 -0.04944 -4.03689  -0.047
Cl: 2.65958 1.42577 -2.23198  0.153
N: -0.90597 3.26089 -0.79568  0.181
C: 0.14619 2.89341 -0.05743  -0.584
N: 0.88195 1.79108 -0.16656  -0.133
C: 1.72327 1.62248 0.92616  -0.290
C: 1.58239 2.60535 1.88973  -0.243
S: 0.48426 3.81486 1.41173  1.193
C: 2.43376 0.39171 0.95472  -0.291
C: 3.11569 -0.24583 1.98009  -0.243
S: 3.52411 -1.85345 1.56208  1.176
C: 2.85236 -1.56755 -0.04763  -0.608
N: 2.23758 -0.39958 -0.17309  -0.123
N: 2.93818 -2.53946 -0.96975  0.180
H: -1.37314 4.12546 -0.55506  0.133
H: -1.08538 2.86176 -1.71555  0.075
H: 2.11809 2.59407 2.82797  0.108
H: 3.33301 0.22970 2.92969  0.107
H: 3.49012 -3.35302 -0.72945  0.127
H: 2.83607 -2.31186 -1.95141  0.100

Cartesian forces (eV/Å) of the 6 atoms listed first:
-0.58 -0.29 -0.03
-0.85 -1.26 0.23
-1.34 -0.95 0.64
0.27 -0.29 0.19
-0.77 0.51 -0.61
-0.74 -0.01 0.39

---

Record 3
The following is a quantum chemistry calculation of a molecular structure, C35H33ClN4S2Si2Y, from the OMol25 dataset.

Properties
ΔE to the lowest compared entry with this formula, charge and spin (eV): 2.125
Gap between HOMO and LUMO (spin up / spin down) (eV): 6.2 / 6.2
Net charge: +1
Energy (eV): -93777.690

Last column: Löwdin charge in e.
Geometry (Å):
C: 1.83360 -3.42057 1.97767  -0.170
C: 2.01397 -2.58849 0.83305  -0.187
C: 2.10109 -1.24242 1.29818  -0.188
H: 2.16575 -2.92864 -0.19352  0.103
C: 1.90573 -1.24166 2.70773  -0.204
C: 1.72151 -2.59268 3.12443  -0.196
H: 1.57739 -2.92283 4.15582  0.115
H: 1.90370 -4.51311 1.99478  0.127
H: 2.37850 -0.37023 0.69725  0.106
H: 1.93565 -0.37583 3.37085  0.101
Y: -0.24795 -1.92418 1.78763  1.197
Si: -2.76278 -0.13099 -2.14809  0.785
C: -1.38952 -0.70304 -3.23629  -0.413
C: -1.67962 -0.86470 -4.60903  -0.108
H: -2.71387 -0.82533 -4.96303  0.104
C: -0.63522 -1.07213 -5.51371  -0.078
H: -0.85051 -1.15997 -6.57567  0.108
C: 0.69113 -1.13567 -5.08870  -0.079
H: 1.49685 -1.24743 -5.81117  0.108
C: 0.98115 -0.98704 -3.73085  -0.099
H: 2.02425 -0.99120 -3.40516  0.109
C: -0.03674 -0.79515 -2.79978  -0.167
H: 0.24660 -0.63588 -1.74629  0.079
C: 1.09346 1.97826 0.60945  -0.323
C: 2.35641 2.35060 0.12457  -0.078
H: 2.50868 2.42032 -0.94529  0.075
C: 3.38338 2.67029 1.02930  -0.059
H: 4.35393 3.01205 0.66008  0.110
C: 3.16189 2.59038 2.41041  -0.063
H: 3.94406 2.86470 3.11796  0.109
C: 1.93171 2.13220 2.88747  -0.095
H: 1.73912 2.02395 3.95760  0.114
C: 0.90792 1.84394 1.99811  -0.186
H: -0.07034 1.56909 2.39506  0.019
H: -2.20632 -0.52619 -0.81167  -0.110
Si: -0.54411 2.07264 -0.23189  0.833
C: -0.92354 3.90916 0.25997  -0.266
C: -0.45915 4.99142 -0.51027  -0.082
H: -0.15443 4.82918 -1.54470  0.097
C: -0.27323 6.25567 0.07253  -0.074
H: 0.13714 7.07453 -0.53158  0.108
C: -0.59012 6.45120 1.42368  -0.086
H: -0.39335 7.40838 1.90765  0.103
C: -1.19067 5.41898 2.16163  -0.078
H: -1.48921 5.57300 3.20769  0.106
C: -1.39748 4.16609 1.56010  -0.116
H: -1.84829 3.34980 2.12366  0.089
C: -0.48926 2.37498 -2.11485  -0.348
C: 0.64359 2.46814 -2.92843  -0.098
H: 1.62576 2.31470 -2.49475  0.077
C: 0.51233 2.72670 -4.29854  -0.067
H: 1.42240 2.77915 -4.90200  0.111
C: -0.74857 2.92622 -4.86323  -0.073
H: -0.83291 3.15852 -5.92589  0.109
C: -1.88755 2.83255 -4.06172  -0.083
H: -2.88602 2.95670 -4.49381  0.114
C: -1.76102 2.58810 -2.69243  -0.210
H: -2.65957 2.57700 -2.06044  0.073
H: -3.90284 -0.94414 -2.41203  -0.102
Cl: -1.93359 -0.23598 2.60310  -0.054
N: 0.17368 -3.92788 -1.38044  0.115
C: -0.34432 -4.65886 -0.36549  -0.644
N: -0.71546 -4.16718 0.81865  -0.021
C: -1.02947 -5.21364 1.71563  -0.322
C: -0.91242 -6.47788 1.16552  -0.331
S: -0.38501 -6.41563 -0.47374  1.089
C: -1.25669 -4.86163 3.08642  -0.317
C: -1.55933 -5.68502 4.16028  -0.326
S: -1.51370 -4.81590 5.64336  1.099
C: -1.16176 -3.35125 4.76106  -0.660
N: -1.04710 -3.52324 3.44365  -0.033
N: -0.98383 -2.14346 5.37254  0.109
H: 0.37773 -4.46043 -2.22267  0.115
H: -0.08934 -2.95096 -1.51327  0.079
H: -1.07501 -7.39908 1.71649  0.086
H: -1.76031 -6.73925 4.06914  0.081
H: -1.20702 -2.16752 6.36043  0.105
H: -1.25152 -1.32430 4.82980  0.029

Cartesian forces (eV/Å) of the 6 atoms listed first:
0.57 0.07 0.05
0.82 0.12 0.64
0.50 0.03 -0.09
-0.06 0.17 0.49
0.51 -0.15 0.22
0.96 0.01 -0.10

---

The highest energy belongs to which entry? C35H33ClN4S2Si2Y

---

Look up the energy of the first one. -174722.624 eV

---

Look up the energy of the first one. -174722.624 eV